Entry 1:
84
Properties=species:S:1:pos:R:3:forces:R:3:lowdin_charge:R:1 method="wB97M-V/def2-TZVPD" homo_ev="-7.2921 / -7.3217" s2=8.77 spin_multiplicity=6 orbital_gap_ev="6.379 / 6.230"
O -2.06521 3.98774 -3.20708 0.2 0.0 0.0 -0.3043
H 2.27133 1.74836 3.54153 0.0 -0.1 0.0 0.0732
H 3.60019 -4.38925 -0.10570 0.0 0.1 0.0 0.1177
H -2.75004 3.50052 6.16034 0.0 0.0 0.0 0.0236
H 3.25413 -4.81210 -2.55128 0.0 0.1 0.1 0.0643
C 0.77150 3.56766 4.68124 0.0 -0.1 0.0 -0.0874
H 0.86146 -5.16886 -6.21738 0.0 0.1 -0.1 0.0926
H 1.31488 -0.32890 -2.88234 0.1 0.2 -0.2 0.1024
C -0.27549 2.06953 -5.51901 -0.2 0.2 0.0 -0.0201
C 1.25400 1.36006 3.66147 -0.1 0.0 0.0 -0.3899
C 0.17828 3.42571 -0.59665 0.0 0.2 0.0 -0.2974
O -3.49029 2.26873 -4.21401 0.0 -0.2 0.0 -0.2880
H 2.38065 0.00025 -5.09111 0.0 0.0 0.0 0.1080
H -1.47600 1.36857 3.28049 -0.1 0.0 0.1 0.0290
H -3.78463 1.36846 4.97920 0.0 0.0 0.0 0.0239
H -1.81456 2.97815 3.90983 0.0 0.0 0.0 0.0748
H -0.49917 3.69804 -1.39744 -0.1 0.0 -0.1 -0.0067
N 0.98452 -2.28114 -0.28433 0.0 -1.3 0.5 -0.0260
H 0.04570 4.37545 4.78981 0.0 0.0 0.0 0.0830
H -1.17930 3.66991 6.96463 0.1 0.0 0.0 0.0056
C 1.19422 -3.90988 -4.52504 0.6 -0.3 0.3 -0.2885
C 0.28252 2.55138 3.63854 -0.1 0.0 -0.1 -0.7137
H -1.47982 -1.93792 -5.51276 0.0 0.0 0.0 0.0796
C 2.52421 -1.18833 3.13722 -0.2 0.1 0.0 -0.3367
C -0.32849 0.99899 -3.36230 0.3 -0.1 0.0 -0.1530
H 3.47526 -0.65655 3.15851 0.0 0.1 -0.1 0.0145
H -0.17827 -2.19071 2.96967 0.1 0.0 0.0 0.0038
C -2.41758 3.42642 0.90920 0.3 0.2 -0.1 -0.3088
I -1.20493 -5.62055 1.39256 0.2 0.3 -0.2 0.9094
O 2.94474 -4.80818 -3.46107 0.1 -0.1 -0.3 -0.0468
H 1.90483 -3.77781 -6.54129 0.0 0.0 0.0 0.0893
N -0.54859 -2.84592 -3.34253 1.0 -1.4 -1.8 -0.1571
H 0.56417 4.33994 -0.14397 0.0 0.0 0.0 0.0234
H -0.15326 4.24914 2.38183 0.1 0.0 0.0 0.0732
H -1.13577 -3.49198 -6.29320 0.0 0.0 0.0 0.0913
As -1.37134 1.36497 5.82473 -0.1 0.0 0.0 1.1053
C -3.16839 0.63868 5.50520 -0.1 0.0 0.0 -0.3450
H 1.30104 3.35545 1.92198 0.0 0.0 -0.1 0.0712
H -0.93640 -2.66031 0.42887 0.0 -0.1 -0.2 0.1119
C -0.85601 1.88185 -4.28315 -0.2 -0.2 0.5 -0.1827
H 2.65688 -2.10184 2.55563 0.0 0.0 0.0 -0.0113
H -0.72570 2.74227 -6.23547 0.1 0.0 -0.1 0.1240
S -2.30324 2.59816 -3.48557 0.1 0.1 0.1 0.6363
C 1.65162 -4.54096 -5.80511 0.0 -0.1 0.2 -0.0077
C -0.36732 -1.12564 3.11276 -0.1 0.1 -0.1 -0.3368
C -0.02527 -3.10053 -4.50560 -1.3 0.4 0.4 -0.2768
H -2.98195 3.26325 -0.00551 0.0 0.0 0.0 0.0008
C -0.69276 -2.64640 -5.76305 0.1 0.1 0.0 -0.0115
H 0.02024 -2.16341 -6.43220 0.0 0.0 0.0 0.0821
C -1.16371 0.92550 -2.11601 0.0 0.0 0.1 -0.5677
As -0.75400 2.37508 0.77261 0.0 0.1 0.8 1.1279
C -1.99732 2.98325 6.75607 -0.1 0.0 0.0 -0.3447
C 1.45688 0.51667 -4.86419 0.1 -0.2 0.0 -0.0662
As 1.09614 -0.08022 2.29742 0.4 0.0 0.3 1.0907
N 1.81109 -4.00927 -3.40778 -0.1 0.2 0.1 0.0425
C 2.22693 -2.77476 -0.40142 -0.2 0.6 -0.1 -0.1341
C -1.14413 2.11808 4.00456 0.1 0.0 0.0 -0.3937
H 1.36760 1.48765 -6.76949 0.0 0.0 0.0 0.1070
H 1.01461 2.86036 -1.01193 0.0 -0.1 0.1 0.0245
H 2.96985 -2.07099 -0.75522 0.0 -0.1 -0.1 0.1268
H 2.52640 -5.15581 -5.61511 0.0 0.0 -0.1 0.0715
H 1.83316 -5.93178 0.73315 0.0 -0.1 0.0 0.1063
Mn -0.30571 -1.68124 -1.82511 0.6 1.7 1.9 0.8971
C 1.59196 -4.92331 0.43227 0.1 0.5 -0.2 -0.1046
H -2.19363 4.48932 1.01264 -0.1 0.0 0.0 0.0239
N -2.18743 1.72699 -2.09062 -0.1 0.0 -0.3 0.0002
C 0.84884 0.31644 -3.63266 -0.2 0.2 0.1 -0.0357
H -3.11998 -0.27370 4.91191 0.1 0.0 0.0 0.0068
H -0.41981 -0.92593 4.18479 0.0 0.0 0.0 -0.0028
H -2.44534 2.69895 7.70839 0.0 -0.1 0.0 0.0142
H 2.24999 -1.46309 4.15654 0.0 0.0 0.0 0.0223
O -1.57159 -2.00185 -3.20047 -1.5 -0.1 -1.2 -0.2317
C 2.57024 -4.06109 -0.04700 0.0 -0.3 0.3 -0.0642
H -3.00997 3.09169 1.75986 0.1 0.0 0.0 0.0044
H 1.72713 4.00716 4.39253 0.0 0.0 0.0 0.0850
O -0.83135 0.13258 -1.16800 0.0 0.0 -0.7 -0.2011
C 0.26798 3.24465 2.26712 -0.1 0.0 0.0 -0.3665
H 1.19759 0.88622 4.64755 0.1 -0.1 -0.1 0.0430
C 0.30820 -4.42085 0.56004 -0.6 -0.5 0.4 -0.6870
C 0.02967 -3.11396 0.20973 0.8 0.4 0.4 -0.2398
C 0.89084 1.36901 -5.80595 0.0 0.0 0.0 -0.0627
H -1.32420 -0.87918 2.65140 0.0 0.0 0.0 0.0132
H 0.89954 3.08582 5.65432 0.0 0.0 0.0 0.0625
H -3.64309 0.40112 6.45696 0.0 0.0 0.0 0.0148

---

Entry 2:
85
Properties=species:S:1:pos:R:3:forces:R:3:lowdin_charge:R:1 method="wB97M-V/def2-TZVPD" homo_ev="-4.8432 / -4.8652" spin_multiplicity=1 orbital_gap_ev="4.687 / 4.710"
O -1.01214 0.95552 -2.57508 0.1 -0.1 -0.1 0.0580
C -1.04763 -0.05193 -1.89500 0.3 -0.2 0.6 -0.5724
H -3.07264 -1.46734 -1.15500 -0.1 0.1 0.0 0.0956
C -5.18243 1.26306 -2.41166 0.0 0.0 0.0 -0.0948
H 3.00937 -4.94110 -1.80008 0.0 0.0 0.0 0.1113
C 2.81310 -0.73625 3.20390 1.0 0.0 -0.1 -0.1213
H -1.82493 -2.84652 -0.03913 0.0 0.0 -0.3 -0.1343
C -0.01160 4.61406 -0.11526 0.0 0.0 0.0 -0.0992
H -0.62934 -2.00060 -2.61244 0.0 0.0 0.0 0.1455
H -3.48544 -2.92199 -4.61866 0.0 0.0 0.0 0.1006
C 2.50833 -0.40379 -2.43774 0.0 -0.1 0.0 -0.2470
O 2.24811 3.16662 1.04630 0.2 0.2 0.1 -0.3097
C 3.19775 2.86285 2.08181 -0.1 0.1 -0.1 -0.0938
H -3.47453 2.49876 -2.81922 0.0 0.0 0.0 0.1091
H 1.66934 2.63659 -2.13836 0.0 0.0 0.0 0.1100
H -1.03507 1.45453 2.97135 0.0 0.1 0.0 0.0448
H -1.09188 2.96596 3.91948 0.0 0.0 0.0 0.0899
C -3.96483 0.77108 0.05622 0.1 -0.1 0.0 -0.2875
H 4.13591 2.57478 1.61365 0.0 0.0 0.0 0.0868
O 2.88673 -0.06892 0.87768 1.5 -0.1 1.3 -0.2490
H 1.47484 -3.85962 0.23530 0.0 0.0 0.0 0.0755
O 0.26699 2.98902 2.41170 -0.1 0.3 0.3 -0.3104
C 4.91610 -0.30028 2.02339 0.7 -0.1 0.2 -0.0402
C -3.15993 -3.03313 -2.45324 0.0 -0.1 0.0 -0.1950
H 0.09402 -1.75919 4.72480 0.1 0.1 0.0 0.0892
H -5.64806 1.44252 -3.37206 0.0 0.0 0.0 0.1002
C -3.43118 -2.26270 -3.75207 0.0 0.0 0.0 -0.1574
C -3.25851 0.51650 1.36703 0.0 0.2 -0.1 -0.4106
S -1.13597 -3.13703 1.10609 0.2 0.0 0.7 0.7573
C -1.53032 -1.38272 -2.48847 0.1 0.1 0.0 -0.2285
O 0.08281 3.18649 -0.13037 0.0 0.2 0.1 -0.3368
H -2.52626 -3.90334 -2.65410 0.0 0.0 0.0 0.1148
N 3.00643 -2.89120 -2.46046 0.0 0.0 0.1 0.1190
H -3.68142 1.13518 2.16028 0.0 -0.1 0.0 0.0852
H -6.72648 -0.06368 -1.72868 0.0 0.0 0.0 0.1004
C -3.97284 1.86437 -2.09853 -0.1 0.0 0.0 -0.0751
H 3.56580 -0.43470 -4.27325 0.0 0.0 0.0 0.1544
N 3.04737 0.07641 -3.58145 0.1 0.0 0.0 0.1198
H -0.65067 4.88993 -0.95104 0.0 0.0 0.0 0.0877
H 3.10659 2.05136 -4.43166 0.0 0.0 0.0 0.1124
C 2.45512 -1.77097 -1.94200 -0.1 0.0 0.0 -0.2478
H 3.14216 -1.33786 5.25609 0.0 0.0 0.0 0.0940
H -2.20292 0.76943 1.26818 -0.1 0.0 0.0 0.0365
H 3.59320 -2.95924 -3.27317 0.0 0.0 0.0 0.1558
C 3.61837 -1.02127 4.33893 -0.2 0.0 -0.2 -0.0426
C 4.99370 -0.94304 4.32422 0.0 0.0 0.1 -0.1107
C 0.66528 -0.83438 4.59506 -0.1 0.0 0.1 -0.0295
H 1.34661 -0.73419 5.43340 0.0 0.0 0.0 0.0594
H -1.80856 2.91849 2.29430 0.0 0.0 0.0 0.0807
C -5.17750 0.16670 -0.26899 0.0 0.0 0.0 -0.0753
H 6.74189 -0.50118 3.13529 0.0 0.0 0.0 0.0962
H -2.62849 -0.22961 -3.94634 0.0 0.0 0.0 0.0986
N -0.75222 -0.73342 2.36209 0.2 -0.2 0.2 -0.0826
H 0.97436 5.06274 -0.23274 0.0 0.0 0.0 0.0825
H -4.38293 -1.73736 -3.67701 0.0 0.0 0.0 0.0950
C 1.38201 -0.79650 3.27370 -1.9 -0.5 -1.5 -0.2411
C -5.78469 0.41453 -1.49128 0.0 0.0 0.0 -0.0915
H -5.64281 -0.51560 0.43163 0.0 0.0 0.0 0.0984
S -3.28504 -1.22494 1.89512 0.0 0.0 -0.1 0.9168
C -0.99434 2.54523 2.92135 0.1 0.0 0.0 -0.1140
C -2.26958 -1.25159 -3.83505 0.0 0.0 0.0 -0.1166
C 5.66239 -0.57180 3.15786 -0.4 0.1 -0.3 -0.0926
H -0.05795 -0.01690 4.65976 0.0 0.0 -0.1 0.0741
H 3.33326 3.75395 2.69280 0.0 0.0 0.0 0.0907
H 5.54988 -1.17953 5.22233 0.0 0.0 0.0 0.0947
C 2.08988 1.70763 -2.47741 0.1 -0.2 -0.1 -0.0740
N 1.92991 0.55637 -1.75288 0.1 -0.1 -0.1 0.0633
O -0.66632 -0.13003 -0.64208 -0.5 0.0 -0.9 -0.1901
C 1.92462 -3.39125 -0.61986 0.1 0.1 -0.3 -0.0992
H 2.86009 2.04265 2.71617 0.0 0.0 0.0 0.0733
H -2.40241 2.05838 -0.65416 0.0 0.0 0.0 0.1043
C -3.37296 1.62506 -0.86981 0.0 0.0 0.1 -0.0459
P 0.84676 2.37678 1.03025 0.0 -0.8 -0.4 0.7899
C -1.54655 -1.58040 1.85203 0.2 -0.1 -0.1 -0.9928
N 1.78412 -2.04304 -0.83872 0.2 -0.2 -0.3 0.0527
H -0.45386 4.96199 0.81862 0.0 0.0 0.0 0.0824
C 3.52645 -0.38576 2.01814 -1.2 0.2 -0.9 -0.3272
Ti 1.13053 -0.20368 0.22449 -0.9 0.6 0.3 0.7406
H -1.60259 -1.45114 -4.67392 0.0 0.0 0.0 0.1086
H 5.39305 -0.00429 1.09549 0.0 0.0 0.0 0.1132
N -2.41981 -2.12069 -1.57981 -0.2 0.1 -0.1 -0.0525
C 2.78918 1.43209 -3.61421 -0.1 0.0 0.1 -0.0533
C 2.67851 -3.93626 -1.61697 -0.1 0.1 0.1 -0.0604
H -4.06137 -3.38742 -1.95321 0.0 0.0 0.0 0.1177
N 0.62612 -0.84826 2.13638 1.2 0.5 1.8 -0.0839

---

Looking at energy above the lowest of the compared OMol25 structures with the same formula, charge and spin for the records above, in order, we have 60.27; 5.83 kcal per mole.